# 1
This record from the Open Molecules 2025 dataset describes a structure of composition FH14O7Pb. The level of theory is ωB97M-V/def2-TZVPD.

**Largest force on an atom**: 2.65 eV/A
**LUMO**: -3.04 eV
**Energy above the lowest of the compared OMol25 structures with the same formula, charge and spin**: 53.59 kJ/mol
**Spin multiplicity**: 1
**Charge**: +1

Structure (XYZ):
```
23
FH14O7Pb (ωB97M-V/def2-TZVPD)
H 0.219 23.723 9.563
H -2.699 27.312 13.273
H -0.821 23.834 12.189
O -2.161 27.674 12.559
H 0.665 27.836 8.117
O -0.726 24.660 12.676
F 0.128 29.113 11.245
O 0.283 27.133 8.657
O 0.844 27.047 13.656
H 3.236 27.481 10.728
H -0.362 26.709 8.082
H 3.048 26.889 12.124
H 1.510 23.944 10.348
H -0.011 27.240 14.065
Pb -0.007 26.800 11.274
O 0.677 24.371 10.112
H -0.445 24.394 13.560
H 1.482 27.136 14.375
H -3.199 26.566 10.046
O 2.629 26.953 11.260
H -2.050 25.883 9.318
H -2.742 28.291 12.099
O -2.315 26.206 10.187
```


# 2
This record from the Open Molecules 2025 dataset describes a structure of composition FH16O8V. The level of theory is ωB97M-V/def2-TZVPD.

**⟨S²⟩**: 3.7532
**Largest force on an atom**: 2.97 eV/A
**LUMO (spin up / spin down)**: -5.28 / -5.32 eV
**Energy above the lowest of the compared OMol25 structures with the same formula, charge and spin**: 183.02 kJ/mol
**Spin multiplicity**: 4
**Charge**: +1

Structure (XYZ):
```
26
FH16O8V (ωB97M-V/def2-TZVPD)
H 1.590 -1.027 -0.697
O 1.971 1.489 -1.037
H 2.098 -1.380 2.314
O 2.198 -1.711 -1.098
H -0.990 -1.572 2.395
O -1.888 2.282 -0.994
O -0.677 2.008 1.706
H 0.937 -0.713 1.389
H -1.788 2.355 -1.965
H -1.789 3.226 -0.581
H 1.827 2.460 -0.903
O -1.621 -0.889 2.113
H -0.109 2.792 1.559
O -0.122 -0.697 -2.940
H -0.797 2.086 2.672
H 0.070 -3.217 -0.382
O 1.244 -1.485 1.840
F -0.139 -0.054 -0.336
V -1.886 0.687 0.510
H -0.245 -1.752 -0.513
H -0.824 -1.351 -3.085
H 1.135 1.051 -0.771
H -0.254 -0.341 -2.090
H -1.963 -0.550 2.932
H 2.660 -1.091 -1.672
O -0.644 -2.607 -0.354
```


# 3
This record from the Open Molecules 2025 dataset describes a cluster of 10 separate species, FH18O9 in total. The level of theory is ωB97M-V/def2-TZVPD.

**Largest force on an atom**: 2.94 eV/A
**LUMO**: 2.97 eV
**Energy above the lowest of the compared OMol25 structures with the same formula, charge and spin**: 58.47 kJ/mol
**Spin multiplicity**: 1
**Charge**: -1

Structure (XYZ):
```
28
FH18O9 (ωB97M-V/def2-TZVPD)
H -2.868 2.533 -1.100
H -0.865 -2.802 -0.853
H -0.063 0.214 -1.325
H -1.925 1.427 -0.641
H 2.644 -1.074 0.371
O -2.637 -0.394 0.124
O 2.266 -1.566 -1.409
H 1.169 1.063 0.182
O 2.803 -1.087 1.302
H 1.721 2.049 -0.765
O 1.890 1.695 0.113
O -1.971 2.285 -0.986
H 2.635 -1.505 -2.267
H 1.483 -1.063 -1.549
H -0.788 -0.767 3.221
H -2.933 -0.772 -0.694
H 2.561 -0.212 1.545
O -0.199 -1.322 2.692
O -0.882 1.886 1.701
H -0.160 -0.758 1.882
H 0.584 1.237 -2.209
H -0.323 -1.735 0.126
O 0.023 0.471 -2.279
H -0.603 1.047 1.327
F -0.026 -0.110 0.362
H -1.674 -0.325 0.036
H -1.346 2.329 1.021
O -0.521 -2.733 0.068
```